{"formula": "C18H25N3O3S", "method": "ωB97M-V/def2-TZVPD", "smiles": "O=C(CCC1=NS(=O)(=O)c2ccccc2N1)NC1CCCCCCC1", "total_charge": 0, "relative_energy_kcal_mol": 46.58, "lumo_energy_ev": 0.48, "gap_ev": 9.648, "elements": ["O", "C", "C", "C", "C", "N", "S", "O", "O", "C", "C", "C", "C", "C", "C", "N", "N", "C", "C", "C", "C", "C", "C", "C", "C", "H", "H", "H", "H", "H", "H", "H", "H", "H", "H", "H", "H", "H", "H", "H", "H", "H", "H", "H", "H", "H", "H", "H", "H", "H"], "xyz": [[0.30, -0.64, 3.26], [-0.79, -0.46, 2.73], [-1.76, 0.60, 3.26], [-2.17, 1.62, 2.19], [-1.15, 1.72, 1.08], [-1.54, 1.52, -0.11], [-0.54, 1.71, -1.41], [-0.75, 0.59, -2.28], [-0.75, 3.02, -1.95], [1.10, 1.62, -0.71], [2.19, 1.39, -1.52], [3.46, 1.35, -0.96], [3.61, 1.54, 0.41], [2.51, 1.76, 1.22], [1.24, 1.80, 0.66], [0.13, 1.97, 1.47], [-1.23, -1.17, 1.69], [-0.44, -2.24, 1.08], [-1.40, -3.28, 0.49], [-1.99, -2.95, -0.89], [-1.22, -3.52, -2.09], [-0.18, -2.59, -2.71], [1.25, -2.70, -2.16], [1.37, -2.74, -0.63], [0.57, -1.65, 0.09], [-1.26, 1.09, 4.10], [-2.64, 0.10, 3.65], [-2.29, 2.61, 2.64], [-3.12, 1.35, 1.72], [2.03, 1.25, -2.57], [4.32, 1.17, -1.58], [4.60, 1.50, 0.85], [2.63, 1.87, 2.28], [0.32, 2.02, 2.47], [-2.07, -0.89, 1.20], [0.11, -2.69, 1.91], [-0.90, -4.24, 0.44], [-2.22, -3.39, 1.21], [-2.10, -1.87, -1.01], [-3.00, -3.38, -0.92], [-1.95, -3.74, -2.86], [-0.75, -4.47, -1.82], [-0.11, -2.81, -3.78], [-0.53, -1.56, -2.63], [1.81, -1.84, -2.53], [1.72, -3.60, -2.55], [1.06, -3.72, -0.28], [2.43, -2.64, -0.38], [0.04, -1.03, -0.64], [1.24, -1.00, 0.65]], "mulliken_charge": [-0.67, 0.39, -0.87, -0.70, 0.34, -0.50, 1.17, -0.62, -0.73, 0.38, -0.50, -0.76, -0.64, -0.61, 0.38, -0.07, 0.10, -0.65, -1.36, -0.44, -1.01, -0.20, -0.73, -1.26, 1.60, 0.39, 0.37, 0.39, 0.36, 0.50, 0.42, 0.40, 0.38, 0.30, 0.35, 0.35, 0.61, 0.43, 0.24, 0.41, 0.36, 0.39, 0.47, -0.05, 0.27, 0.41, 0.50, 0.30, -1.25, 0.67]}

---

{"formula": "C6H10NO2", "method": "ωB97M-V/def2-TZVPD", "total_charge": 1, "relative_energy_kcal_mol": 101.71, "lumo_energy_ev": [-6.01, -6.01], "gap_ev": [7.471, 7.470], "elements": ["C", "C", "C", "C", "C", "C", "N", "O", "O", "H", "H", "H", "H", "H", "H", "H", "H", "H", "H"], "xyz": [[-0.38, 0.01, 0.20], [-1.62, 0.12, 0.76], [-2.00, -0.29, 2.00], [-2.82, 0.81, 0.00], [1.91, 0.60, 0.84], [1.19, -1.47, -0.41], [0.81, -0.53, 0.77], [-2.34, -0.46, 3.07], [0.62, -1.22, 1.85], [-0.20, 0.27, -0.89], [-3.75, 1.07, 0.51], [-3.00, 0.12, -0.82], [-2.41, 1.76, -0.35], [2.70, 0.11, 0.27], [1.57, 1.55, 0.36], [2.15, 0.82, 1.98], [2.33, -1.62, -0.16], [0.48, -2.31, -0.26], [1.12, -1.04, -1.44]], "mulliken_charge": [-0.24, 0.03, 0.61, -1.36, -0.53, -0.95, 0.71, -0.12, -0.75, 0.47, 0.44, 0.37, 0.35, 0.26, 0.28, 0.30, 0.37, 0.35, 0.42]}